Entry 1:
A cluster of 13 separate species, C39H78O39 in total. Source: the OMol25 dataset; level of theory: the ωB97M-V functional and the def2-TZVPD basis.

Computed properties:
Frontier orbital gap, eV: 11.1
Energy above the lowest of the compared OMol25 structures with the same formula, charge and spin, eV: 5.2462
Calculated total energy, hartree: -4467.0868

```
156
Properties=species:S:1:pos:R:3:lowdin_charge:R:1
H -1.60 1.62 3.09 0.08
H 0.22 2.85 -3.07 0.09
H -1.41 -5.31 -5.04 0.08
H -0.42 -5.32 -3.04 0.07
H -7.28 -1.43 -0.06 0.09
C -2.41 1.62 6.15 -0.03
H -5.67 1.47 3.20 0.11
O -1.35 4.63 -1.12 -0.01
O -5.00 3.17 2.47 -0.01
H -2.63 0.69 -1.61 0.07
C 2.56 -4.05 -3.00 -0.51
O 3.52 -4.13 -3.95 -0.02
H -6.52 -0.59 5.00 0.09
O 2.12 -1.74 -7.04 0.00
H -0.68 6.50 -1.26 0.10
H 0.46 5.04 3.96 0.10
H -4.28 1.26 2.06 0.09
C 0.92 -0.71 -1.25 0.01
C 0.24 -0.05 0.94 -0.62
C 4.11 -0.56 -4.44 -0.04
H 0.90 -0.61 -8.23 0.10
H 0.21 1.32 3.37 0.09
H 6.12 3.38 -2.71 0.10
C -2.33 -2.88 0.62 0.01
C 5.18 2.99 -2.32 -0.02
C 0.78 2.45 -3.92 -0.04
H 6.84 -0.17 7.00 0.09
O -1.32 -1.25 -4.76 -0.01
C -4.74 1.89 2.81 -0.08
H 1.12 -2.87 3.91 0.07
O 5.36 -0.33 -1.00 -0.01
H 4.39 0.49 -4.53 0.10
O -4.49 -1.49 1.63 0.07
O 4.40 0.37 6.33 0.14
H -2.48 1.15 0.16 0.09
C 4.92 0.96 -1.12 -0.55
H 1.33 5.53 2.42 0.09
O 0.74 -1.04 1.51 0.07
H 0.25 -4.02 -1.98 0.07
H 0.42 -3.80 2.62 0.09
O -3.30 -2.15 -0.19 -0.01
O -1.93 -3.00 -3.37 0.10
C -1.94 3.63 -0.47 -0.53
C 0.96 -1.59 -7.75 -0.08
H 1.80 -1.18 -0.82 0.07
O -2.99 0.49 5.47 -0.05
C -1.73 -4.56 -5.77 -0.03
C 0.21 -5.52 4.61 -0.57
O 2.74 -3.63 -1.86 0.10
H -5.34 6.46 0.08 0.09
H 0.22 -1.49 -1.57 0.10
H 4.92 -1.14 -3.99 0.09
C -2.08 4.70 -6.89 -0.05
H 4.43 3.07 -3.10 0.09
O -5.45 4.88 1.20 -0.01
O -0.45 0.96 1.47 -0.01
H -2.39 -0.58 -3.02 0.07
C 4.94 2.14 2.91 -0.05
H -2.08 0.71 -4.29 0.10
H -5.73 5.12 -0.99 0.09
O -2.01 2.62 -1.34 0.01
O -4.46 -0.99 4.93 0.00
H 3.29 -0.72 -3.74 0.09
H -3.77 1.72 -0.93 0.10
H 5.37 2.37 3.89 0.10
O -1.30 -3.24 -5.52 0.01
O -4.92 0.35 6.77 0.09
C -4.37 -1.65 0.40 -0.56
H 3.76 -1.35 -0.07 0.07
H 2.01 -1.12 5.19 0.11
C 1.26 -3.77 3.31 -0.02
O -1.16 3.63 -6.71 0.00
H 0.09 4.28 2.44 0.08
C -1.41 5.97 -0.65 -0.02
H -1.36 -6.80 6.19 0.09
H 5.42 -4.56 -4.40 0.10
C -0.44 -7.33 5.96 -0.08
O -0.92 -5.31 4.20 0.11
C -1.53 -2.57 -4.44 -0.58
C 2.68 -0.94 4.35 -0.05
C 4.84 -1.26 -0.11 -0.05
H -0.82 -0.01 3.31 0.10
O -2.40 3.67 0.71 0.08
O 5.61 1.65 -2.01 0.00
C -2.71 1.47 -0.86 -0.02
H -6.79 0.04 -1.01 0.09
H 5.21 -2.25 -0.36 0.10
O 6.03 -0.75 5.21 -0.02
H 5.08 -0.91 0.90 0.09
C 0.90 4.72 3.02 0.00
H -0.83 0.08 -3.22 0.06
H -1.31 -4.80 -6.75 0.10
C 4.82 -4.33 -3.52 -0.07
H -6.13 -2.09 5.66 0.09
O 1.28 -4.87 4.23 0.01
H -1.75 -2.30 1.34 0.09
H -1.52 1.84 5.57 0.08
O 1.43 -4.70 -3.48 -0.02
O 4.07 1.53 -0.42 0.09
C -1.73 -0.19 -3.79 0.01
C -5.91 5.54 0.00 -0.04
H -0.73 -7.96 5.11 0.09
O 0.60 -6.52 5.47 -0.01
O 1.75 3.53 2.93 -0.02
H 4.80 -5.24 -2.94 0.10
H 1.24 -0.05 -2.05 0.08
H -2.81 -3.74 1.10 0.10
C 4.76 -0.48 5.56 -0.61
C 2.61 -0.71 -6.29 -0.50
H 5.14 1.08 2.75 0.09
H 2.54 0.13 4.18 0.09
H -2.78 4.77 -6.06 0.10
H 5.21 -3.49 -2.94 0.09
H -2.19 1.51 7.21 0.09
C -4.18 -0.06 5.85 -0.54
O 0.04 2.56 -5.14 -0.02
H 8.02 -0.40 5.79 0.09
H -6.45 -0.08 0.70 0.08
O -6.10 2.81 0.44 0.09
C -5.82 -1.42 4.86 -0.05
H 1.60 3.17 -4.01 0.09
H -3.91 1.99 3.51 0.09
H -6.10 -1.84 3.90 0.09
C -0.37 3.75 -5.62 -0.58
H -0.15 -8.02 6.75 0.09
H 1.23 1.48 -3.76 0.07
H 0.06 -1.73 -7.14 0.08
H -1.69 -3.28 -0.17 0.08
H 0.87 -2.35 -8.53 0.10
C 7.02 0.01 5.94 -0.04
H -2.64 4.62 -7.83 0.09
H 6.95 1.07 5.71 0.09
H -3.09 2.48 6.20 0.09
C 3.08 3.65 2.83 -0.57
H -1.04 5.91 0.38 0.09
H 0.71 -5.75 -1.72 0.10
O 3.59 2.43 2.94 0.00
O 3.64 4.72 2.62 0.10
O 2.11 0.42 -6.16 0.10
H 4.82 3.63 -1.51 0.10
H 2.22 -3.85 2.80 0.11
O 0.31 0.15 -0.31 0.03
H 5.48 2.69 2.14 0.10
O 3.98 -1.25 4.80 0.00
H -6.98 5.70 -0.01 0.09
C 0.43 -4.99 -2.45 -0.02
C -5.57 3.54 1.28 -0.52
H 2.40 -1.39 3.40 0.06
H -2.80 -4.76 -5.83 0.10
O 0.04 4.77 -5.16 0.13
C -0.72 0.99 2.90 0.00
O -5.31 -1.37 -0.53 -0.02
C -6.53 -0.66 -0.22 -0.02
H -2.40 6.42 -0.67 0.09
H -1.47 5.59 -7.03 0.09
O 3.71 -1.18 -5.66 -0.01
```


Entry 2:
A structure of composition C39H84N2O19S6V. Source: the OMol25 dataset; level of theory: the ωB97M-V functional and the def2-TZVPD basis.

Computed properties:
Frontier orbital gap, eV: 6.1
Net charge: -1
Calculated total energy, hartree: -6408.1538

```
151
Properties=species:S:1:pos:R:3:lowdin_charge:R:1
O -3.94 -4.82 2.84 0.10
C -2.00 0.77 3.96 -0.12
O 1.32 5.91 -3.79 -0.60
H -3.90 -1.88 1.56 0.12
C -4.40 -1.10 0.99 -0.14
H -2.89 8.71 -0.30 0.05
C 4.25 1.94 2.88 -0.28
C 3.78 0.46 -1.39 -0.02
H 4.70 0.96 -1.68 0.07
C -0.09 -1.58 3.43 -0.44
H -2.01 2.90 -4.29 0.04
C 4.64 -0.66 3.41 -0.24
H -3.38 -0.78 4.77 0.10
H 3.53 1.17 -3.77 0.10
H -6.18 -4.91 -1.08 0.04
H -4.51 1.56 -4.83 0.05
H -0.68 -2.03 -2.88 0.06
H -2.55 -6.79 1.69 0.14
C 3.78 0.11 -3.76 -0.20
O 0.26 1.22 -0.63 -0.41
C -5.86 -4.52 -2.04 -0.25
O 6.55 0.85 1.90 -0.58
H 4.60 -4.28 0.35 0.03
H -2.09 5.72 -1.52 0.06
O -3.50 -5.14 5.02 0.06
S 5.68 0.88 3.17 0.84
C -4.99 -0.01 1.72 -0.17
H 0.36 0.74 5.50 0.07
C 0.76 -2.12 4.66 -0.04
H -2.12 1.36 4.87 0.11
H 3.51 0.23 -5.89 0.10
S 2.80 -5.41 1.71 0.84
H -1.25 -5.65 1.46 0.12
H 1.42 3.88 -5.96 0.04
S -3.34 1.56 -2.64 0.86
H -1.84 -0.75 5.52 0.10
O -2.00 -5.66 3.33 0.08
H 2.35 -6.60 -0.39 0.05
V 0.25 -0.34 -0.08 0.97
H 4.27 -2.36 -1.52 0.06
H -3.92 -0.81 0.05 0.11
O -3.21 -4.79 -1.78 -0.57
C -4.11 0.81 -4.14 -0.26
H -6.63 -3.76 -2.18 0.05
H -4.56 0.87 1.24 0.15
H 1.19 2.50 -4.76 0.02
H 0.72 -1.61 5.62 0.05
H 1.37 0.30 -4.80 0.08
H -2.59 -3.76 1.58 0.12
O 1.31 -0.03 2.01 -0.28
C 1.93 -5.70 0.07 -0.23
N 0.23 -0.17 2.99 -0.13
C -0.58 2.23 2.52 -0.05
S -1.79 6.69 0.73 0.84
C -6.63 -1.37 0.93 -0.49
H 5.34 -1.33 3.91 0.03
H 4.85 0.15 -3.97 0.11
H 1.49 -1.16 -5.87 0.10
H -3.37 -2.14 -3.41 0.03
H -3.60 8.30 1.30 0.04
C -0.27 -1.36 -3.63 -0.06
O 2.90 -6.78 2.40 -0.59
C -0.53 1.07 3.52 -0.45
H 3.12 1.26 -1.07 0.06
C 1.79 -0.69 -4.93 -0.11
H 0.45 4.04 -2.16 0.02
H 4.86 -5.95 0.37 0.05
H 0.94 -3.76 -3.15 0.07
H 4.29 -1.13 2.49 0.05
H 1.83 -1.89 4.65 0.06
H 2.14 6.29 3.31 0.13
H -4.57 -3.40 -4.07 0.05
H -1.26 2.98 2.93 0.08
H 1.62 2.65 -2.27 0.03
H -1.11 2.68 -2.77 0.03
C -2.22 -5.78 1.94 -0.13
C -1.28 6.13 -0.91 -0.26
H -3.75 -4.82 0.72 0.10
N 1.90 -0.96 -2.47 -0.13
H 1.08 -3.49 -4.86 0.08
C -4.31 -2.70 -3.29 -0.24
H -5.10 -1.95 -3.25 0.04
H 4.28 -0.18 -0.66 0.06
H -0.22 -3.64 2.79 0.08
H 0.97 -6.16 0.31 0.03
H -2.14 -1.90 2.81 0.07
O -5.47 -1.98 0.65 0.01
C 4.49 -5.14 1.01 -0.26
H -1.05 2.01 1.57 0.07
C -3.19 -4.67 1.64 -0.09
H -0.73 6.92 -1.42 0.06
C 2.48 6.84 2.43 -0.11
C 2.48 6.01 1.22 -0.13
H 3.91 -1.37 -5.31 0.10
O -0.59 7.45 1.34 -0.58
H 5.34 -1.37 -2.54 0.07
C -1.82 2.22 -3.46 -0.25
C 0.18 -2.69 2.44 -0.08
S 2.06 4.57 -3.79 0.86
H -3.96 7.23 -0.10 0.04
H -0.01 3.83 -5.07 0.04
H 1.21 -2.73 2.08 0.07
O -2.86 0.57 -1.58 -0.56
C -3.17 -5.20 3.79 -0.59
H -0.33 -2.27 1.57 0.04
H -1.73 -2.74 4.28 0.11
H 3.81 1.67 1.92 0.05
H -0.56 -0.40 -3.19 0.04
H -5.81 -5.33 -2.76 0.06
H 3.72 -0.55 4.00 0.03
C -3.23 7.90 0.35 -0.22
C 4.58 6.66 1.41 -0.68
H -2.68 1.07 3.16 0.10
H 2.17 5.02 1.55 0.13
H -0.81 -1.43 -4.57 0.08
H 0.46 2.56 2.51 0.08
H 1.98 4.07 -1.35 0.05
H 4.34 -2.58 -3.36 0.06
O 3.80 5.99 0.69 0.12
H 1.94 -4.79 -0.53 0.05
C -1.65 -1.78 3.78 -0.11
C 1.41 -3.11 -3.90 -0.03
O 1.68 -1.78 -1.25 -0.27
H 0.19 2.46 5.20 0.07
C 0.37 1.50 4.72 -0.04
H 1.80 7.70 2.40 0.12
C -2.32 -0.60 4.56 -0.16
O -1.12 -1.07 -0.31 -0.37
O -7.80 -1.66 0.65 0.11
H 3.55 2.02 3.72 0.04
H 5.19 -4.81 1.78 0.04
C 1.04 3.56 -4.99 -0.23
H -1.37 1.43 -4.07 0.03
H -4.95 0.24 -3.75 0.02
C 1.49 3.73 -2.26 -0.26
H -0.54 5.40 -0.61 0.02
C 3.37 -0.66 -2.48 -0.41
C 1.30 -1.57 -3.64 -0.46
H 4.59 2.97 2.77 0.04
C 4.39 -1.91 -2.50 -0.01
S -4.26 -3.66 -1.71 0.86
H 1.44 1.52 4.50 0.06
H 1.73 6.42 0.53 0.12
H 0.58 -3.17 4.89 0.08
O 3.89 7.06 2.47 0.08
C 3.31 -0.49 -5.09 -0.19
O -6.31 -0.10 1.35 0.06
H 2.47 -3.15 -3.68 0.05
H -3.48 0.04 -4.58 0.04
H -4.77 -0.16 2.78 0.13
O 5.68 6.95 1.08 0.17
```


Entry 3:
A cluster of 7 separate species, C39H87Cl2NO15 in total. Source: the OMol25 dataset; level of theory: the ωB97M-V functional and the def2-TZVPD basis.

Computed properties:
Frontier orbital gap, eV: 9.3
Calculated total energy, hartree: -3641.5596
SMILES: CCCCCCCCCCCOC(=O)N(O)/C(Cl)=C(\C)Cl.COCCOC.COCCOC.COCCOC.COCCOC.COCCOC.COCCOC

```
144
Properties=species:S:1:pos:R:3:lowdin_charge:R:1
C -1.97 -6.65 -0.22 -0.20
H -5.45 -6.45 -3.44 0.08
H 6.94 2.39 2.25 0.13
H -4.54 3.46 5.62 0.06
C -0.59 -1.27 0.64 -0.19
H -3.20 -0.34 -3.23 0.09
H 2.00 3.80 -0.53 0.11
C -5.14 -10.90 -3.46 -0.11
C 4.03 5.22 -4.93 -0.71
C 0.08 -9.05 0.70 -0.11
C -6.29 -8.39 -1.67 -0.20
H 0.75 -5.32 1.04 0.09
C 7.35 4.37 2.91 -0.20
H -2.90 1.07 1.30 0.11
H -3.05 -1.57 -4.52 0.09
H -4.99 -11.88 -2.98 0.09
H -2.07 7.17 3.23 0.08
H -6.41 -8.08 -0.63 0.13
H -4.09 -4.92 -2.66 0.11
O -1.74 7.76 1.26 -0.18
C -0.77 6.75 1.04 -0.20
H -2.09 5.49 -0.11 0.13
H -5.14 -11.04 -4.54 0.09
C 2.04 2.88 -3.78 -0.48
H -2.28 -4.00 -6.12 0.09
H -3.38 -3.08 -1.26 0.12
H -1.63 1.10 4.78 0.11
H 4.58 4.40 -3.05 0.07
H 1.09 -9.27 0.35 0.09
H -0.63 4.69 0.50 0.10
Cl 4.02 6.72 -5.76 0.69
C 2.39 5.79 0.13 -0.19
H 3.70 3.30 3.08 0.07
C 7.03 2.92 3.20 -0.20
O 2.41 6.57 1.32 -0.20
H -1.39 -3.60 -4.64 0.08
H -0.09 6.67 1.89 0.12
H -3.94 -7.33 -3.71 0.09
C -2.44 1.25 4.07 -0.22
H 8.67 1.86 5.83 0.09
H 1.88 1.22 -1.32 0.11
C 8.67 5.43 4.57 -0.11
O -5.00 -7.96 -2.09 -0.21
H -7.07 -7.90 -2.27 0.13
H 2.04 2.81 2.69 0.09
H 9.28 4.52 4.62 0.08
H -0.33 -9.95 1.18 0.09
H 6.07 2.84 3.72 0.11
H -5.65 -10.38 -1.16 0.13
H 5.94 4.73 -4.14 0.09
H -1.68 -6.35 -1.24 0.11
C -3.52 5.08 1.81 -0.11
H 4.20 7.59 1.13 0.09
C 2.08 4.34 0.42 -0.19
H -4.31 -10.24 -3.20 0.08
H 4.33 5.94 1.81 0.07
C 4.99 5.09 -3.78 -0.09
H -2.26 -8.45 0.91 0.13
H 2.43 4.53 2.97 0.09
C -4.98 -7.44 -3.41 -0.10
H -2.69 -8.56 -0.81 0.11
H 3.34 5.88 -0.40 0.13
H -0.18 7.05 0.16 0.12
H -0.45 0.66 -0.27 0.11
H -1.21 0.88 1.76 0.10
H -2.80 8.70 2.71 0.09
H -3.07 2.94 6.44 0.07
H -4.58 1.54 4.22 0.10
C 3.21 4.23 -5.32 -0.71
C 1.92 0.30 -1.88 -0.15
C 0.12 -5.60 0.20 -0.11
H 7.00 1.40 5.48 0.09
H 3.06 0.52 -3.68 0.10
C -2.56 0.04 3.14 -0.21
H -2.97 3.60 4.81 0.05
H 8.58 5.85 5.57 0.09
H 0.12 -8.24 1.43 0.08
C -6.43 -9.89 -1.76 -0.21
H 1.54 -0.28 -3.91 0.13
O 3.28 1.93 -5.59 -0.01
O -2.27 -2.11 -2.66 -0.21
H -3.79 6.10 1.54 0.09
C -1.92 8.07 2.63 -0.11
H -5.49 -8.10 -4.12 0.09
H 8.30 4.45 2.38 0.13
C -2.17 0.38 1.71 -0.21
O -1.12 -6.03 0.74 -0.19
O 8.06 2.30 3.94 -0.19
H -2.98 -6.29 -0.05 0.13
C 2.02 0.53 -3.37 -0.16
C -2.56 -1.13 -3.64 -0.10
H 1.04 0.20 0.52 0.11
H -7.40 -10.18 -1.34 0.13
H -2.58 -1.70 1.27 0.11
O -6.39 -10.35 -3.10 -0.19
H -2.16 2.11 3.47 0.09
H 1.09 -1.64 -1.40 0.11
H -1.06 8.62 3.02 0.09
H 5.12 6.06 -3.33 0.07
H -0.02 -4.73 -0.44 0.08
H -3.56 -0.40 3.17 0.11
C 7.76 2.16 5.32 -0.11
C -1.96 -8.15 -0.10 -0.20
H 0.60 -6.40 -0.37 0.09
H 9.17 6.16 3.92 0.09
H -1.73 -5.30 -5.05 0.09
H -1.89 -0.75 3.47 0.11
O 1.34 1.73 -3.77 0.03
C -3.27 -4.29 -3.01 -0.21
O -0.69 -8.70 -0.43 -0.19
C 0.22 -0.18 -0.08 -0.20
C 2.79 3.59 2.55 -0.10
H 1.60 6.19 -0.51 0.11
H -3.80 0.88 5.68 0.10
H -3.95 4.39 1.08 0.09
H -3.92 4.85 2.80 0.08
H 3.98 1.37 -5.27 0.10
H -2.47 -0.68 -0.17 0.10
H 7.42 3.11 5.75 0.08
C -3.70 1.59 4.86 -0.26
H -1.61 -0.68 -3.96 0.08
C -2.05 -0.86 0.82 -0.21
O -3.37 -4.20 -4.42 -0.19
O -2.11 4.91 1.88 -0.19
H -0.19 -1.46 1.63 0.11
C 3.72 6.85 1.78 -0.10
O 1.72 3.84 -3.08 0.11
H 6.57 4.79 2.26 0.11
H -4.32 -2.45 -2.62 0.13
C -2.12 -4.28 -5.08 -0.11
H 1.12 4.25 0.95 0.10
H 3.65 7.26 2.78 0.09
C 0.76 -0.61 -1.46 -0.18
C -3.38 -2.94 -2.35 -0.19
O 7.37 5.15 4.09 -0.19
N 3.19 2.98 -4.63 -0.07
C -3.57 2.99 5.47 -0.11
H -2.33 -4.78 -2.72 0.11
O 3.12 3.72 1.18 -0.19
Cl 2.09 4.37 -6.63 0.73
H 2.85 -0.19 -1.58 0.12
C -1.42 5.41 0.75 -0.19
H -0.06 -0.50 -2.16 0.09
H -0.56 -2.18 0.04 0.09
```